# 1
C4H9NO2 | the ωB97M-V functional and the def2-TZVPD basis

The spin multiplicity is 1. Its SMILES is COCCNC=O. The value obtained for the total energy is -9878.642 eV. The energy relative to the best compared isomer or geometry (same formula, charge and spin) is 1.4188 eV. For the LUMO energy, the calculation gives 0.9 eV.

Structure (XYZ):
```
16
C4H9NO2 the ωB97M-V functional and the def2-TZVPD basis
C 2.351 0.409 0.217
O 1.110 0.704 -0.355
C 0.489 -0.481 -0.786
C -0.991 -0.209 -0.864
N -1.423 0.537 0.294
C -2.249 -0.016 1.205
O -2.780 -1.102 1.087
H 2.223 -0.231 1.102
H 2.971 -0.136 -0.508
H 2.809 1.363 0.484
H 0.676 -1.303 -0.076
H 0.872 -0.777 -1.770
H -1.519 -1.164 -0.870
H -1.224 0.358 -1.764
H -0.934 1.385 0.533
H -2.381 0.663 2.070
```

# 2
C3H3BrO | the ωB97M-V functional and the def2-TZVPD basis

The spin multiplicity is 1. Its SMILES is CC1=C(Br)O1. The value obtained for the total energy is -75244.919 eV. The energy relative to the best compared isomer or geometry (same formula, charge and spin) is 3.6111 eV. For the LUMO energy, the calculation gives -0.6 eV.

Structure (XYZ):
```
8
C3H3BrO the ωB97M-V functional and the def2-TZVPD basis
C -1.123 -0.144 0.162
C 0.206 0.259 -0.210
C 1.404 0.059 -0.835
Br 3.036 -0.573 0.232
O 0.858 1.336 -0.129
H -1.399 -1.001 -0.408
H -1.883 0.547 0.079
H -1.100 -0.484 1.109
```

# 3
C10H18F3NS | the ωB97M-V functional and the def2-TZVPD basis

The spin multiplicity is 1. Its SMILES is C=S(=C)(N[C@H]1CC[C@@H](C)CC1)C(F)(F)F. The value obtained for the total energy is -31132.814 eV. For the LUMO energy, the calculation gives 0.1 eV.

Structure (XYZ):
```
33
C10H18F3NS the ωB97M-V functional and the def2-TZVPD basis
C 2.130 -1.997 -1.491
S 2.415 -1.001 -0.206
C 2.630 -2.070 1.081
N 0.918 -0.272 0.130
C -0.207 -0.977 0.679
C -1.244 -1.235 -0.429
C -1.768 0.029 -1.090
C -2.480 0.872 -0.054
C -2.759 2.346 -0.687
C -1.573 1.152 1.141
C -0.873 -0.128 1.665
C 3.339 0.902 -0.100
F 3.021 1.521 -1.245
F 2.849 1.640 0.830
F 4.632 1.066 0.006
H 1.485 -1.794 -2.316
H 3.215 -2.342 -1.891
H 3.243 -1.589 1.962
H 3.088 -2.964 0.743
H 0.598 0.481 -0.468
H 0.203 -1.975 1.072
H -2.115 -1.713 -0.027
H -0.845 -1.860 -1.135
H -0.844 0.464 -1.547
H -2.316 -0.206 -2.026
H -3.494 0.505 0.336
H -1.979 2.746 -1.291
H -2.962 3.053 0.059
H -3.746 2.209 -1.182
H -2.058 1.805 2.016
H -0.682 1.772 0.806
H -0.207 0.321 2.464
H -1.613 -0.760 2.192
```